(1)
# C31H39BN6O5S2W

A molecular structure, C31H39BN6O5S2W (wB97M-V/def2-TZVPD, OMol25).

Structure (XYZ):
```
85
Properties=species:S:1:pos:R:3:forces:R:3:lowdin_spin:R:1
W 0.788937 -0.376710 -0.331691 0.132 -0.870 -0.071 1.637
C 3.364757 -1.110585 -2.372727 -0.010 0.074 0.037 0.002
O 2.352165 -0.169748 -1.897095 -0.117 -0.006 -0.052 0.023
C 2.301108 1.043614 -2.590029 -0.014 -0.003 -0.047 -0.004
C 2.778625 1.241215 -3.869641 -0.058 0.056 0.082 0.002
C 2.657716 2.518004 -4.404746 -0.008 -0.005 0.029 -0.010
C 2.075792 3.548825 -3.675815 0.001 -0.018 -0.005 0.001
C 1.599012 3.327409 -2.394685 0.035 -0.029 -0.101 -0.008
C 1.719050 2.056002 -1.857001 0.012 -0.027 0.159 0.002
N 1.248276 1.664583 -0.560040 0.205 0.618 -0.080 -0.056
N 0.993818 2.659971 0.185075 -0.012 -0.040 0.036 0.025
C 0.603993 2.549056 1.469885 0.028 0.013 -0.077 0.028
C 0.681938 1.338441 2.174540 -0.016 -0.160 0.108 0.047
O 0.927034 0.199120 1.557922 -0.180 0.234 0.047 0.069
C 0.562817 1.327834 3.583270 -0.029 0.040 -0.152 -0.004
C 0.281301 2.488418 4.239539 -0.008 0.010 0.033 0.031
C 0.113257 3.729652 3.563698 -0.011 -0.015 0.012 0.001
C -0.199823 4.905296 4.274974 0.006 0.022 -0.035 0.006
C -0.340295 6.094757 3.610645 0.004 -0.029 -0.010 0.002
C -0.170848 6.138864 2.217981 -0.006 0.010 0.004 0.004
C 0.135779 5.006145 1.502523 -0.002 0.019 0.042 0.004
C 0.284785 3.779469 2.165587 0.019 -0.041 -0.017 0.001
H 3.050136 -1.521961 -3.327619 0.029 -0.008 0.015 0.001
H 3.433731 -1.888406 -1.624693 0.027 -0.002 -0.031 0.000
H 4.296536 -0.554862 -2.462656 0.003 -0.042 -0.004 0.000
H 3.222081 0.444184 -4.445930 0.017 -0.009 -0.010 0.000
H 3.019027 2.702871 -5.406071 0.003 0.009 -0.021 0.000
H 1.984818 4.531716 -4.115115 0.001 0.012 -0.012 0.000
H 1.133268 4.115196 -1.823076 0.007 -0.002 0.015 -0.001
H 0.684268 0.391406 4.110215 0.004 -0.018 0.003 -0.001
H 0.172594 2.477856 5.317443 0.008 -0.007 0.015 0.001
H -0.322756 4.855283 5.349011 -0.004 -0.009 0.015 0.000
H -0.577858 6.998085 4.153570 -0.008 0.023 0.007 0.000
H -0.283898 7.080819 1.699086 0.003 0.022 -0.005 0.000
H 0.263149 5.057505 0.431336 0.005 -0.009 -0.016 0.000
C -2.285195 0.363207 1.650102 0.038 -0.024 0.011 0.002
O -1.574680 -0.769091 1.147996 -0.033 -0.026 0.027 0.025
C -1.461461 -1.766049 2.149123 -0.027 -0.028 -0.033 0.001
C -0.757984 -2.940751 1.533035 0.005 -0.045 -0.087 0.003
O 0.466458 -2.476437 0.944353 0.075 0.281 0.203 0.020
C 1.683775 -3.135526 1.294666 -0.035 -0.067 -0.043 0.002
C 2.699100 -2.096899 1.672955 0.017 -0.030 -0.003 0.003
O 2.818842 -1.203687 0.553983 0.045 0.107 0.033 0.013
C 3.811340 -0.194291 0.830855 0.003 0.011 -0.018 0.003
H -3.358200 0.155292 1.654244 0.009 0.016 0.012 0.001
H -2.065037 1.204700 1.000033 0.026 -0.029 0.066 0.000
H -1.959189 0.601841 2.663867 0.009 0.005 0.037 0.000
H -2.452310 -2.071026 2.504105 0.018 0.000 -0.019 0.000
H -0.894412 -1.368600 2.999412 0.013 -0.027 -0.018 0.000
H -1.363625 -3.394383 0.745200 -0.023 0.049 0.067 0.000
H -0.544140 -3.693889 2.293238 0.002 0.016 -0.024 0.000
H 2.033209 -3.692374 0.425498 0.009 -0.024 -0.012 0.000
H 1.521797 -3.827918 2.122152 0.003 0.042 0.006 0.000
H 3.671551 -2.559075 1.862030 -0.031 -0.004 -0.016 0.000
H 2.390585 -1.522915 2.550120 -0.009 -0.042 -0.025 0.000
H 4.787282 -0.672170 0.921085 -0.020 0.019 0.003 0.000
H 3.561635 0.326436 1.756908 0.009 0.001 -0.019 0.000
H 3.816181 0.509672 0.002721 0.014 -0.028 0.007 0.000
C 0.913243 -5.478478 -1.232208 0.044 0.049 -0.001 0.001
N -0.351995 -4.764394 -1.312857 -0.056 -0.008 -0.015 0.003
C -1.572785 -5.395180 -1.222455 -0.103 0.032 -0.023 0.001
C -2.507742 -4.482075 -1.570560 0.017 -0.102 0.040 0.002
N -1.870172 -3.303332 -1.876014 0.051 0.007 -0.046 0.003
B -2.548888 -2.145020 -2.698665 0.006 0.007 0.110 0.003
N -3.177716 -1.055060 -1.759749 0.006 -0.040 -0.018 0.000
C -4.522306 -1.000718 -1.481928 -0.077 0.075 -0.002 -0.001
C -4.811640 0.233784 -1.010918 -0.025 -0.066 -0.035 0.000
N -3.629147 0.935330 -0.994431 -0.054 -0.047 0.038 0.001
C -3.547655 2.349136 -0.654085 0.040 -0.017 -0.035 0.001
C -2.643872 0.118762 -1.427238 0.122 0.122 -0.199 0.017
S -1.013913 0.679557 -1.663379 -0.013 -0.018 0.116 0.052
C -0.559848 -3.485155 -1.696926 0.109 0.173 -0.041 0.007
S 0.699954 -2.325301 -1.990298 -0.162 -0.079 -0.017 0.030
H 1.033819 -5.915303 -0.242550 0.031 -0.006 -0.004 0.000
H 1.720527 -4.784732 -1.446230 0.009 -0.011 0.015 0.001
H 0.922462 -6.268024 -1.981023 0.018 -0.014 0.022 0.000
H -1.654798 -6.433923 -0.959963 -0.018 -0.046 0.013 0.000
H -3.572035 -4.584948 -1.671524 -0.042 -0.013 -0.002 0.000
H -3.462339 -2.646200 -3.289715 -0.020 -0.021 -0.020 0.000
H -1.724599 -1.631557 -3.391356 0.026 0.018 -0.012 0.002
H -5.171259 -1.827650 -1.701536 -0.030 -0.032 0.008 0.000
H -5.742235 0.688701 -0.725025 -0.047 -0.004 0.018 0.000
H -3.911528 2.503378 0.360191 -0.015 0.028 -0.001 0.000
H -4.159237 2.918070 -1.351574 0.021 0.019 0.013 0.000
H -2.514083 2.674904 -0.733367 -0.023 0.006 0.005 0.001
```
Forces are in eV/Å.

Results
HOMO level (alpha / beta)	-0.47346 / -0.48291	Ha
multiplicity	3
relative energy (zero: lowest compared OMol25 entry of this formula, charge and spin)	0.0	kJ/mol
charge	+2
molar mass	834.5	g mol⁻¹
Kohn-Sham gap (alpha / beta)	6.53 / 6.48	eV
E_tot	-2797.28107	Eh

***

(2)
# C31H39Br10ClF7O6PS2

6 unconnected molecules or ions with the total composition C31H39Br10ClF7O6PS2 in a non-equilibrium geometry (wB97M-V/def2-TZVPD, OMol25).

Structure (XYZ):
```
97
Properties=species:S:1:pos:R:3:forces:R:3:mulliken_charge:R:1
O 2.369315 -2.442292 -1.798971 -0.289 -0.152 0.542 -0.460
C 1.404061 -3.023456 -1.381893 -0.130 -0.428 -0.329 0.312
C 1.097295 -3.380899 0.109179 -0.881 -0.259 0.551 -1.093
C 0.146539 -2.342981 0.829178 -0.678 0.504 -0.641 0.033
C -1.248589 -2.356354 0.357351 0.559 1.948 0.818 0.983
C -1.762811 -3.262504 -0.793086 -0.279 0.223 0.474 -0.014
C -2.379116 -2.488527 -2.024131 -0.704 -0.577 -0.966 -0.056
C -1.455810 -2.400360 -3.283254 0.812 0.931 1.036 -0.244
Cl -2.330667 -1.586710 -4.674486 0.422 -0.741 0.788 -0.241
C -2.253447 -1.454597 0.991886 2.063 0.367 -0.272 0.286
C -3.757449 -1.427109 0.569712 0.199 -0.134 0.729 -1.789
C -4.197738 -0.070352 -0.121100 -0.346 -0.870 0.445 -0.635
C -5.428558 -0.376638 -1.039053 0.718 0.212 -0.656 -0.782
S -6.067164 1.146507 -1.902680 0.105 0.016 0.179 -0.241
C -1.763306 -0.571699 2.041211 0.693 0.006 -0.477 0.462
C -0.362165 -0.559257 2.524414 -0.493 -0.506 -1.462 0.993
C 0.614715 -1.432819 1.899400 -2.407 0.390 -1.453 0.142
S 2.349425 -1.432957 2.382507 1.198 -2.937 4.791 1.515
O 2.723068 -0.529707 3.453630 -1.080 0.812 -2.135 -0.646
O 2.644912 -2.800180 2.845062 -0.698 0.937 -2.030 -0.746
C 3.565412 -1.116185 0.995058 1.853 0.248 -0.933 0.756
F 4.704752 -0.639115 1.625970 -1.539 -0.335 -0.415 -0.279
F 3.990628 -2.265441 0.385778 -1.227 1.310 0.830 -0.229
C 3.175787 -0.002994 -0.050524 1.247 0.015 -1.843 0.436
F 1.904465 -0.059425 -0.534908 0.933 -0.033 1.196 -0.109
F 4.008228 -0.216684 -1.155075 -1.537 0.056 1.722 -0.377
C 3.510535 1.488458 0.423370 -1.234 1.179 -1.161 0.414
F 4.807020 1.798736 0.223804 -1.310 -0.483 1.062 -0.200
F 2.796377 2.304428 -0.437257 0.772 -0.877 0.878 -0.289
F 3.061691 1.768402 1.659787 0.988 -0.576 -1.092 -0.137
C -0.087915 0.424461 3.686885 -0.379 1.551 -0.143 -0.500
O 0.444211 0.203645 4.736374 -0.053 -0.597 -0.483 -0.517
C -0.733536 1.847170 3.486576 -1.315 -1.038 -0.629 0.627
P 0.140758 3.442188 3.834899 1.683 -0.163 -0.214 0.342
O 1.537787 3.528891 3.301794 -1.242 -0.165 0.227 -0.557
C -2.017542 1.813178 3.049104 0.021 -0.136 0.114 -1.019
C -2.738237 0.459095 2.721615 2.175 0.025 0.034 -0.296
O -3.882327 0.229098 2.997144 0.205 0.298 -0.145 -0.533
H 0.665451 -3.401578 -2.155181 0.370 0.163 0.877 0.151
H 0.485254 -4.329625 0.079293 0.696 0.839 0.023 0.303
H 1.994391 -3.635617 0.725374 -0.592 0.584 -0.717 0.639
H -1.014961 -3.994323 -1.188176 -0.691 1.378 0.807 -1.589
H -2.595148 -3.885217 -0.351152 0.865 0.513 -0.346 0.695
H -2.747203 -1.458847 -1.797457 0.499 -0.855 -0.008 -0.091
H -3.292182 -3.073163 -2.340371 0.818 0.600 0.277 0.388
H -0.987742 -3.366982 -3.581866 -0.814 0.661 -0.076 0.043
H -0.608553 -1.702766 -3.038131 -0.738 -0.612 -0.388 0.169
H -4.035938 -2.277897 -0.099625 0.601 0.652 0.546 0.434
H -4.342877 -1.589740 1.518228 0.488 0.275 -0.965 0.642
H -3.316752 0.344743 -0.670027 -0.910 -0.133 0.203 0.556
H -4.518673 0.641839 0.677931 0.364 -0.407 -0.860 0.431
H -6.273025 -0.830885 -0.451901 0.679 0.789 -0.506 0.415
H -5.198579 -1.105003 -1.858718 0.092 0.484 0.859 0.225
H -4.963793 1.679309 -2.542032 -0.447 -0.852 0.658 0.133
H -0.699224 4.488728 3.319668 -0.136 -0.744 0.380 -0.004
H 0.141523 3.621518 5.252502 -0.484 -0.169 -0.466 0.105
H -2.600108 2.743463 2.863687 0.295 -0.907 0.413 0.458
Br -1.177013 3.304819 0.520853 0.118 0.230 -0.536 -0.018
C -1.201645 5.232844 0.230634 0.074 -0.091 0.086 -0.505
C -2.553114 5.817997 0.551824 -0.093 0.196 -0.252 -0.272
Br -3.839846 5.450245 -0.863043 0.017 -0.067 0.111 -0.150
H -0.892505 5.401873 -0.798405 -0.115 -0.006 0.171 0.205
H -0.440422 5.629804 0.903393 -0.036 -0.013 -0.019 0.293
H -2.495498 6.904958 0.608357 0.100 -0.060 -0.020 0.159
H -2.979023 5.431715 1.475815 0.084 -0.019 -0.067 0.329
Br 6.162485 0.673141 -2.272365 0.777 0.285 -0.479 0.027
C 7.769981 1.696140 -2.673342 -0.134 -0.304 0.150 -0.650
C 7.536930 3.174115 -2.493260 0.150 0.152 -0.200 -0.543
Br 6.525506 3.920547 -3.981592 -0.039 -0.002 0.092 -0.137
H 8.073366 1.429595 -3.683293 0.007 0.151 0.057 0.366
H 8.518317 1.337629 -1.966964 -0.010 0.100 -0.026 0.336
H 8.483363 3.714109 -2.494438 -0.032 -0.067 0.005 0.357
H 6.987575 3.412864 -1.585198 0.015 -0.112 -0.069 0.309
Br -2.201085 -6.661507 1.892350 0.100 0.093 -0.077 -0.164
C -1.304495 -5.929790 3.461866 -0.128 -0.234 0.083 -0.567
C -2.094947 -4.798213 4.067220 0.232 0.304 0.154 -0.788
Br -1.901217 -3.166937 3.015082 -0.930 -1.890 1.679 0.247
H -0.306060 -5.633954 3.146259 -0.096 0.060 0.045 0.314
H -1.228412 -6.763022 4.159528 -0.018 0.058 -0.024 0.387
H -1.710315 -4.550236 5.056713 0.016 -0.111 -0.042 0.379
H -3.160276 -5.006736 4.138162 0.105 -0.068 -0.045 0.402
Br -0.302644 7.702226 -2.302431 -0.061 0.165 -0.061 -0.091
C 0.606512 9.267671 -1.584997 0.138 -0.243 -0.127 -0.570
C 0.640714 9.238623 -0.078642 -0.047 0.259 0.102 -0.539
Br -1.087301 9.722318 0.681124 0.019 -0.119 0.015 -0.141
H 0.098115 10.140619 -1.987649 0.005 -0.053 0.125 0.372
H 1.616141 9.221103 -1.991744 -0.029 0.005 0.087 0.346
H 1.337451 9.984194 0.302928 -0.023 -0.038 -0.065 0.349
H 0.902099 8.262805 0.324412 -0.004 0.054 -0.113 0.312
Br -0.970613 -6.033788 -1.980392 -0.029 -0.800 -0.512 0.139
C -0.563320 -7.109726 -3.554313 0.043 -0.250 0.247 -0.686
C 0.842823 -6.861609 -4.035515 0.026 0.074 -0.290 -0.622
Br 0.977641 -5.166133 -4.984499 0.030 0.002 0.130 -0.116
H -1.320378 -6.878476 -4.300066 0.115 0.045 0.029 0.390
H -0.681728 -8.143555 -3.230968 0.058 0.044 -0.034 0.388
H 1.137820 -7.618538 -4.761384 -0.068 0.008 0.059 0.373
H 1.572555 -6.832708 -3.229334 -0.117 -0.018 -0.015 0.364
```
Forces are in eV/Å.

Results
HOMO level	-0.33268	Ha
structure (SMILES)	O=CCc1c(CCCCl)c(CCCS)c2c(c1S(=O)(=O)C(F)(F)C(F)(F)C(F)(F)F)C(=O)C([PH2]=O)=CC2=O.BrCCBr.BrCCBr.BrCCBr.BrCCBr.BrCCBr
molar mass	1570.2	g mol⁻¹
Kohn-Sham gap	7.77	eV
E_tot	-29693.02803	Eh